P | ORCA calculation (ωB97M-V/def2-TZVPD) on a cluster of 2 separate species, C3H11NO in total.

```
16
Properties=species:S:1:pos:R:3
C 2.06 1.31 1.47
C 1.82 0.50 0.14
O 0.49 0.72 -0.26
C -0.05 -0.33 -1.10
H 1.82 0.68 2.31
H 1.26 2.05 1.38
H 3.04 1.78 1.43
H 2.49 0.86 -0.65
H 2.02 -0.53 0.43
H 0.79 -0.93 -1.42
H -0.68 -0.98 -0.50
H -0.71 0.25 -1.74
N -3.44 -1.58 -0.41
H -4.35 -1.74 -0.81
H -3.46 -1.34 0.57
H -3.12 -0.71 -0.84
```

LUMO = 1.0 eV
Structure (SMILES) = CCOC.N



Q | ORCA calculation (ωB97M-V/def2-TZVPD) on a cluster of 2 separate species, C3H11NO in total.

```
16
Properties=species:S:1:pos:R:3
C 1.06 -1.17 0.55
N 0.12 -0.11 0.15
C -1.13 -0.16 0.91
C -0.24 -0.31 -1.28
H 1.19 -1.17 1.63
H 0.71 -2.11 0.10
H 2.03 -0.86 0.16
H -1.73 -1.02 0.56
H -1.77 0.71 0.73
H -0.91 -0.33 1.96
H -1.08 0.33 -1.53
H 0.69 -0.20 -1.83
H -0.61 -1.35 -1.40
O 0.81 2.67 -0.57
H 0.79 1.90 0.06
H 0.07 3.18 -0.21
```

LUMO = 0.9 eV
Structure (SMILES) = CN(C)C.O



Which structure above is the least stable one? P is the least stable one.